(1)
Entry from the Open Molecules 2025 dataset: a molecular structure, C60H62Cl3N2OP3Zn (the ωB97M-V functional and the def2-TZVPD basis).

Its calculated total energy is -6692.4005 hartree. The calculation puts the frontier orbital gap at 7.39 eV.

Each line ends with the Mulliken charge.
CARTESIAN COORDINATES (ANGSTROEM)
Zn -0.4292 0.4656 0.1984  2.846
Cl -7.4077 1.7534 -1.4774  -0.268
C -5.7468 1.2157 -1.4456  -0.113
C -5.0903 1.0804 -0.2382  -0.801
C -3.7679 0.6887 -0.2491  1.196
Cl -2.9590 0.4839 1.2885  -0.122
C -3.0001 0.4558 -1.4133  -2.100
O -1.7344 0.1422 -1.4012  1.344
C -3.7601 0.5385 -2.5976  0.556
Cl -2.9967 0.1243 -4.1050  -0.252
C -5.0897 0.9256 -2.6262  -0.878
H -5.5975 1.2799 0.6980  0.484
H -5.6060 0.9944 -3.5750  0.530
C 0.1444 -2.9840 -1.2432  -1.662
N 1.5454 -2.9362 -0.8369  1.374
C 2.3357 -1.7471 -1.1200  -1.922
P 1.4306 -0.2475 -1.6932  0.189
C 2.8775 0.8699 -1.8676  0.523
C 3.8855 0.6614 -2.8107  -0.931
C 4.9550 1.5404 -2.8994  -0.799
C 5.0196 2.6500 -2.0627  -0.935
C 4.0112 2.8788 -1.1382  -1.081
C 2.9477 1.9902 -1.0450  1.194
C 1.0829 -0.6394 -3.4428  0.719
C 0.2438 0.2094 -4.1585  -0.679
C 0.0833 0.0442 -5.5281  -1.081
C 0.7163 -0.9997 -6.1872  -0.816
C 1.5050 -1.8915 -5.4696  -0.851
C 1.6908 -1.7084 -4.1066  -0.040
C 2.2638 -4.0894 -0.4957  1.353
C 3.6455 -4.0150 -0.2528  -0.264
C 4.3699 -5.1460 0.1041  -0.833
C 3.7588 -6.3826 0.2300  -0.685
C 2.3920 -6.4640 -0.0048  -0.773
C 1.6533 -5.3458 -0.3562  -0.817
P -0.9793 -2.2811 0.0664  2.326
C -2.6448 -2.5943 -0.6311  0.049
C -2.8761 -2.7234 -1.9976  -0.710
C -4.1714 -2.8684 -2.4851  -0.502
C -5.2484 -2.8782 -1.6129  -0.662
C -5.0278 -2.7478 -0.2462  -0.711
C -3.7372 -2.6079 0.2388  -0.650
C -0.9489 -3.5781 1.3699  0.434
C -1.3445 -4.8993 1.1445  -0.572
C -1.3876 -5.8131 2.1846  -0.784
C -1.0575 -5.4151 3.4782  -0.790
C -0.7000 -4.0998 3.7232  -0.658
C -0.6512 -3.1916 2.6688  -0.449
H -0.1643 -3.9982 -1.4771  0.939
H -0.0104 -2.4051 -2.1554  -0.712
H 3.1208 -1.9643 -1.8488  0.711
H 2.8562 -1.4029 -0.2275  -0.039
H 3.8328 -0.1807 -3.4912  0.406
H 5.7321 1.3679 -3.6345  0.446
H 5.8498 3.3414 -2.1446  0.407
H 4.0384 3.7494 -0.4914  0.605
H 2.1525 2.1885 -0.3382  -0.340
H -0.3033 0.9861 -3.6422  0.717
H -0.5666 0.7192 -6.0727  0.504
H 0.5803 -1.1329 -7.2539  0.392
H 1.9810 -2.7265 -5.9699  0.458
H 2.3118 -2.4157 -3.5685  0.261
H 4.1712 -3.0739 -0.3205  0.360
H 5.4333 -5.0447 0.2879  0.390
H 4.3289 -7.2595 0.5082  0.390
H 1.8794 -7.4143 0.0959  0.398
H 0.5917 -5.4636 -0.4996  0.193
H -2.0583 -2.6639 -2.7054  0.070
H -4.3335 -2.9484 -3.5532  0.425
H -6.2573 -2.9758 -1.9948  0.389
H -5.8643 -2.7440 0.4422  0.442
H -3.5777 -2.5031 1.3063  0.405
H -1.6527 -5.2092 0.1497  0.512
H -1.6906 -6.8358 1.9932  0.456
H -1.0977 -6.1292 4.2923  0.393
H -0.4611 -3.7786 4.7305  0.495
H -0.3808 -2.1633 2.8498  0.715
C 2.7366 -1.6848 2.6397  -1.899
C 2.8004 -0.1527 2.6985  0.355
C 3.9153 0.3666 1.7940  -1.557
P 1.1106 0.5669 2.3799  0.487
C 0.3555 0.2815 4.0619  0.633
C 0.9014 1.1763 5.1713  -1.654
C -1.1691 0.3739 4.0150  -1.099
C 1.3432 2.3529 2.2364  0.061
C 2.2986 3.0285 3.0135  -0.290
C 2.4838 4.3936 2.9756  0.722
C 3.5368 5.0862 3.8088  -1.796
C 1.6366 5.1099 2.1167  -1.167
C 0.6976 4.4887 1.3250  -0.580
C 0.5258 3.0772 1.3293  -0.370
N -0.3628 2.4503 0.4951  1.406
C -1.3772 3.2273 -0.1457  -1.296
C -1.3073 3.4854 -1.5219  1.105
C -0.0193 3.2606 -2.2590  -1.192
C -2.4110 4.0087 -2.1834  -0.710
C -3.5806 4.3430 -1.5059  0.669
C -4.7906 4.8607 -2.2437  -1.883
C -3.5793 4.2131 -0.1264  -0.575
C -2.4956 3.6763 0.5685  1.308
C -2.5445 3.6424 2.0752  -1.381
H 3.7445 -2.1000 2.7342  0.527
H 2.3172 -2.0397 1.6934  0.431
H 2.1330 -2.1139 3.4407  0.450
H 3.0421 0.1337 3.7260  0.810
H 3.7697 0.0591 0.7610  0.110
H 4.8690 -0.0545 2.1259  0.614
H 4.0003 1.4522 1.8007  0.193
H 0.6297 -0.7517 4.2941  0.379
H 0.6257 2.2196 5.0041  0.347
H 1.9863 1.1228 5.2741  0.328
H 0.4672 0.8611 6.1248  0.493
H -1.4892 1.3622 3.6722  0.074
H -1.5919 0.2185 5.0119  0.606
H -1.6016 -0.3788 3.3512  -0.073
H 2.9328 2.4481 3.6784  0.191
H 3.9386 4.4154 4.5699  0.384
H 3.1289 5.9603 4.3207  0.379
H 4.3770 5.4324 3.1996  0.304
H 1.7319 6.1916 2.0633  0.390
H 0.0742 5.0810 0.6639  0.554
H 0.7252 4.0018 -1.9549  0.422
H -0.1570 3.3412 -3.3383  0.532
H 0.4121 2.2910 -2.0323  -0.701
H -2.3556 4.1576 -3.2603  0.340
H -4.9110 4.3541 -3.2034  0.387
H -4.7055 5.9320 -2.4460  0.395
H -5.7015 4.7012 -1.6643  0.364
H -4.4647 4.5070 0.4357  0.384
H -3.5197 3.3055 2.4348  0.412
H -2.3730 4.6472 2.4722  0.466
H -1.7790 2.9924 2.4890  -0.504

---

(2)
Entry from the Open Molecules 2025 dataset: 13 unconnected molecules or ions with the total composition C3H30NO14 in a non-equilibrium geometry (the ωB97M-V functional and the def2-TZVPD basis).

Its calculated total energy is -1240.4485 hartree. Its energy above the lowest of the compared OMol25 structures with the same formula, charge and spin is 3.8174 eV. The calculation puts the frontier orbital gap at 7.56 eV. The total charge is -1.

Each line ends with the Mulliken charge.
CARTESIAN COORDINATES (ANGSTROEM)
O 1.4069 -3.5360 -0.2468  -0.545
C 1.1897 -2.4629 0.2659  0.245
C -0.0544 -2.3322 1.1427  -0.252
N -1.1959 -1.6694 0.5625  -0.245
C -1.5397 -0.2778 1.2335  -0.444
O -1.2691 0.6458 0.3191  -0.760
H 1.8350 -1.5790 0.1258  0.202
H 0.3436 -1.9028 2.0807  0.034
H -0.3923 -3.3042 1.5403  0.312
H -1.0733 -1.5033 -0.4204  0.261
H -0.9097 -0.2998 2.1506  0.155
H -2.6147 -0.3608 1.4959  0.335
H -4.4787 0.9809 -0.3064  0.310
H -2.8916 1.2781 -0.1855  0.415
O -3.7371 1.4853 -0.6469  -0.879
H 1.9357 -0.8104 3.1463  0.278
H 3.3914 -0.1864 3.2784  0.321
O 2.7631 -0.8122 3.6234  -0.635
H 0.6691 0.7680 0.7830  0.236
H 1.4575 1.7128 1.8244  0.204
O 1.4949 0.9199 1.2913  -0.312
H 4.3437 -0.1232 -0.2106  0.342
H 3.4785 0.7522 0.6856  0.329
O 4.3065 0.7562 0.1792  -0.766
H 0.6094 2.6610 -2.1439  0.374
H 2.0470 2.5563 -2.4203  0.355
O 1.3117 3.1576 -2.5977  -0.696
H -0.7811 0.4577 -1.7552  0.322
H -0.0009 0.8440 -3.0592  0.305
O -0.5387 1.1802 -2.3454  -0.669
H -2.2191 -3.8708 -1.7791  0.295
H -2.5347 -3.3752 -0.3140  0.331
O -2.6756 -4.0708 -0.9701  -0.656
H -4.1990 -1.5818 -1.1851  0.334
H -4.0027 -0.0538 -1.4293  0.428
O -4.5708 -0.8320 -1.6566  -0.710
H -2.9065 4.0528 0.5658  0.305
H -1.7453 3.2148 0.1080  0.296
O -1.9629 3.9502 0.6959  -0.664
H 3.3882 1.2092 -1.3333  0.437
H 3.6613 1.0997 -2.8073  0.270
O 2.9675 0.8950 -2.1652  -0.713
H 1.7393 -0.4868 -2.5908  0.356
H 1.1462 -1.9151 -2.9509  0.251
O 0.9839 -1.0825 -2.5019  -0.558
H 0.7887 0.7355 3.1039  0.154
H 0.3125 1.9866 3.8292  0.341
O 0.7226 1.1295 3.9904  -0.627

---

(3)
Entry from the Open Molecules 2025 dataset: a molecular structure, C3H2O2S3 in a non-equilibrium geometry (the ωB97M-V functional and the def2-TZVPD basis).

Its calculated total energy is -1460.5163 hartree. Its energy above the lowest of the compared OMol25 structures with the same formula, charge and spin is 0.6524 eV. The calculation puts the frontier orbital gap at 8.72 eV.

Each line ends with the Mulliken charge.
CARTESIAN COORDINATES (ANGSTROEM)
C -0.5013 0.2353 -1.6186  0.521
C -0.8556 -1.3983 0.4810  -0.596
C 0.5252 0.2125 1.0748  0.339
H -1.6851 -0.8312 0.8033  0.555
H -1.1118 -2.4882 0.7590  0.264
O -0.3150 0.6958 -2.7011  -0.444
O 0.2760 -1.0215 1.2562  -0.245
S -0.7551 -1.5028 -1.2734  -0.049
S 1.5517 1.0793 2.0347  -0.227
S -0.2904 1.1503 -0.1129  -0.119